Record 1
{"formula": "C21H22BrN3S2W", "method": "wB97M-V/def2-TZVPD", "species": ["W", "C", "N", "C", "C", "N", "C", "C", "C", "C", "C", "C", "C", "S", "C", "C", "C", "C", "C", "C", "S", "H", "H", "H", "H", "H", "H", "H", "H", "H", "H", "H", "H", "H", "H", "H", "H", "H", "H", "Br", "C", "C", "C", "C", "N", "C", "H", "H", "H", "H"], "xyz": [[0.609844, 0.041930, 0.478626], [1.432466, 0.143672, -2.113660], [0.044383, -0.087419, -1.616122], [-0.895611, 1.029088, -1.970090], [-1.883091, 1.185373, -0.831178], [-1.136515, 1.358117, 0.465985], [-0.458809, 2.692979, 0.546149], [-2.034720, 1.226849, 1.626055], [-3.316722, 1.704900, 1.651195], [-4.069072, 1.620684, 2.840538], [-3.526058, 1.085898, 4.008439], [-2.228403, 0.618397, 4.004982], [-1.479656, 0.677152, 2.811936], [0.151846, 0.167219, 2.758717], [-0.446295, -1.398648, -2.098583], [-0.652805, -1.672934, -3.430094], [-1.116507, -2.942151, -3.804249], [-1.371726, -3.924227, -2.854051], [-1.158378, -3.656211, -1.511416], [-0.685475, -2.392314, -1.142140], [-0.397489, -2.025735, 0.530177], [1.467792, 0.138592, -3.207038], [2.090193, -0.673604, -1.793375], [1.816561, 1.123461, -1.799088], [-1.434203, 0.811649, -2.891573], [-0.327013, 1.942703, -2.149469], [-2.504766, 0.293720, -0.739572], [-2.533593, 2.038502, -1.027805], [-1.175236, 3.512002, 0.435283], [0.286219, 2.814280, -0.250954], [0.000382, 2.818502, 1.525999], [-3.768093, 2.172939, 0.785175], [-5.085269, 1.997959, 2.844216], [-4.114001, 1.038908, 4.916291], [-1.792983, 0.192461, 4.902205], [-0.480502, -0.936293, -4.208146], [-1.283439, -3.150888, -4.853846], [-1.739709, -4.895265, -3.159181], [-1.346066, -4.413964, -0.759138], [5.608285, 2.531665, 0.502274], [4.690999, 0.917899, 0.798735], [5.371874, -0.295317, 0.986823], [4.645127, -1.461191, 1.210006], [3.265634, -1.424138, 1.205421], [2.603077, -0.254172, 1.010594], [3.313208, 0.897719, 0.854069], [6.456022, -0.312302, 0.964112], [5.156118, -2.399405, 1.386172], [2.673976, -2.314569, 1.363836], [2.758200, 1.835529, 0.796758]], "atomic_forces_ev_per_a": [[-0.5, -2.4, 1.3], [0.3, 0.0, -0.3], [-0.1, 0.1, 0.0], [-0.2, 0.3, 0.1], [0.0, -0.1, -0.4], [0.0, 0.0, 0.1], [0.0, 0.5, 0.1], [-0.2, 0.1, 0.1], [0.2, 0.0, -0.4], [0.1, -0.1, 0.2], [0.0, 0.0, 0.0], [-0.1, -0.1, 0.3], [0.8, -0.1, -0.2], [-0.6, 0.1, -1.1], [-0.1, -0.3, 0.1], [0.1, 0.2, 0.0], [0.0, -0.1, 0.1], [0.0, 0.0, -0.1], [0.0, -0.1, 0.1], [0.0, 0.2, 0.2], [0.9, 1.6, -0.3], [-0.1, 0.0, 0.0], [-0.1, 0.0, 0.1], [-0.1, 0.0, 0.1], [0.1, -0.1, 0.0], [0.1, -0.1, 0.0], [0.0, 0.0, 0.1], [0.0, 0.0, 0.1], [-0.1, -0.1, -0.1], [0.0, -0.1, 0.0], [0.1, 0.0, 0.0], [0.0, 0.0, 0.0], [0.0, 0.0, 0.0], [0.0, 0.0, 0.0], [0.0, 0.0, 0.0], [0.0, 0.0, 0.0], [0.0, 0.0, 0.0], [0.0, 0.0, 0.0], [0.0, 0.0, 0.0], [-0.3, -0.5, 0.1], [0.2, 0.5, 0.0], [-0.1, 0.0, 0.0], [-0.1, 0.0, 0.0], [0.2, -0.2, 0.1], [-0.5, 0.2, -0.1], [0.3, 0.3, -0.1], [0.0, 0.0, 0.0], [0.0, 0.0, 0.0], [0.0, 0.0, 0.0], [0.0, 0.0, -0.1]], "lowdin_charge": [1.23, -0.02, -0.29, -0.10, -0.11, -0.31, -0.01, -0.26, 0.05, 0.09, 0.03, 0.00, -0.52, 0.97, -0.27, 0.03, 0.05, 0.02, -0.02, -0.52, 0.93, 0.14, 0.12, 0.11, 0.16, 0.14, 0.15, 0.15, 0.14, 0.10, 0.11, 0.14, 0.16, 0.15, 0.15, 0.15, 0.15, 0.15, 0.14, 0.95, -0.63, 0.03, 0.04, -0.07, -0.21, -0.18, 0.15, 0.15, 0.13, 0.11], "homo_ev": [-20.74, -20.74], "total_charge": 4, "energy_ev": -120098.5431, "e_lumo_ev": [-16.1, -16.1]}

***

Record 2
{"formula": "C21H22CdN5O7S", "method": "wB97M-V/def2-TZVPD", "species": ["Cd", "O", "C", "O", "C", "C", "C", "C", "C", "C", "O", "N", "O", "O", "N", "O", "O", "H", "H", "C", "C", "C", "C", "C", "C", "C", "C", "C", "S", "C", "N", "H", "H", "H", "H", "H", "H", "H", "H", "C", "C", "C", "C", "N", "N", "H", "H", "H", "H", "H", "H", "H", "H", "H", "H", "H", "H"], "xyz": [[0.128575, -0.012450, -0.148958], [2.901678, 0.593738, 0.850576], [2.458362, 1.190167, -0.138436], [1.986671, 0.628640, -1.204337], [2.300814, 2.682351, -0.063872], [3.335921, 3.548818, -0.219225], [3.106334, 4.927479, -0.099641], [1.860795, 5.411203, 0.207419], [0.817607, 4.526652, 0.406338], [0.954190, 3.114624, 0.250502], [0.011281, 2.277597, 0.365958], [-0.464779, 5.126706, 0.799483], [-0.667992, 6.294453, 0.493701], [-1.234797, 4.458832, 1.456230], [4.208909, 5.860789, -0.275279], [3.991095, 7.055190, -0.158108], [5.309703, 5.400422, -0.535265], [4.335035, 3.193783, -0.430353], [1.692844, 6.471915, 0.308725], [2.416070, -2.548358, -0.188060], [1.058475, -3.189172, -0.189839], [0.933884, -4.594745, -0.068529], [-0.302795, -5.149185, -0.029408], [-1.455376, -4.334996, -0.119330], [-2.755678, -4.891120, -0.072727], [-3.830216, -4.058253, -0.155958], [-3.650198, -2.666026, -0.290377], [-2.407995, -2.065392, -0.348444], [-2.312127, -0.318654, -0.522141], [-1.264617, -2.943289, -0.253468], [0.003163, -2.416041, -0.280533], [3.198230, -3.297411, -0.308639], [2.588253, -2.010177, 0.746909], [2.502595, -1.796971, -0.973574], [1.827710, -5.201544, -0.002160], [-0.426737, -6.222471, 0.070733], [-2.872947, -5.964024, 0.028469], [-4.835918, -4.461774, -0.119099], [-4.519059, -2.021532, -0.356665], [-1.618609, -2.608035, 4.308726], [-0.887821, -1.289004, 4.092544], [0.367558, -1.234614, 4.952965], [-1.819338, -0.121360, 4.429442], [-0.491009, -1.295185, 2.669756], [0.183736, -0.124486, 2.219957], [-1.923820, -2.713427, 5.352190], [-0.970367, -3.444725, 4.039298], [-2.516922, -2.660345, 3.685087], [0.117230, -1.418886, 6.000057], [0.852959, -0.257711, 4.895805], [1.080758, -1.995292, 4.625864], [-2.147431, -0.175260, 5.470581], [-2.706278, -0.139940, 3.790509], [-1.326543, 0.844736, 4.299218], [-1.328443, -1.360868, 2.094968], [1.167091, -0.153708, 2.468098], [-0.230214, 0.740839, 2.557616]], "atomic_forces_ev_per_a": [[-0.4, 0.2, -0.2], [0.1, 0.0, 0.0], [0.1, -0.2, -0.2], [0.0, 0.1, 0.5], [0.0, 0.1, 0.0], [0.1, 0.0, 0.0], [0.3, 0.2, 0.0], [-0.1, 0.1, 0.0], [-0.3, 0.3, 0.0], [0.0, -0.2, 0.0], [0.1, 0.1, 0.0], [0.4, -0.1, 0.1], [0.0, 0.0, -0.1], [-0.1, -0.1, 0.0], [-0.2, -0.3, 0.0], [0.0, 0.1, 0.0], [0.1, 0.0, 0.0], [0.0, 0.0, 0.0], [0.0, 0.0, 0.0], [-0.1, 0.0, 0.0], [0.1, 0.0, 0.0], [0.1, 0.0, 0.0], [-0.1, -0.1, 0.0], [-0.1, -0.1, 0.0], [0.1, 0.0, 0.0], [-0.1, 0.2, 0.0], [-0.1, -0.1, 0.0], [0.2, -0.1, 0.0], [0.0, -0.3, 0.1], [0.2, 0.3, 0.0], [-0.3, 0.0, 0.0], [0.0, 0.0, 0.0], [0.0, 0.0, 0.0], [0.0, 0.0, 0.0], [0.0, 0.0, 0.0], [0.0, 0.0, 0.0], [0.0, 0.0, 0.0], [0.0, 0.0, 0.0], [0.0, 0.0, 0.0], [0.0, -0.1, 0.0], [-0.1, 0.1, -0.1], [0.1, 0.0, 0.0], [-0.1, 0.0, 0.0], [0.1, 0.1, 0.1], [0.1, -0.2, -0.1], [0.0, 0.0, 0.0], [0.0, 0.0, 0.0], [0.1, 0.0, 0.0], [0.0, 0.0, 0.0], [0.0, 0.0, 0.0], [0.0, 0.0, 0.0], [0.0, 0.0, 0.0], [0.0, 0.0, 0.0], [0.0, 0.0, 0.0], [0.0, 0.0, 0.0], [0.0, 0.0, 0.0], [0.0, 0.1, -0.1]], "lowdin_charge": [1.26, -0.01, -0.68, -0.16, -0.07, 0.05, -0.16, 0.06, -0.06, -0.32, -0.14, -0.36, 0.03, 0.08, -0.37, 0.04, 0.04, 0.13, 0.13, -0.03, -0.32, -0.02, -0.02, -0.17, -0.07, -0.10, -0.14, -0.68, 0.47, -0.24, 0.06, 0.07, 0.07, 0.07, 0.11, 0.11, 0.10, 0.10, 0.09, -0.05, -0.65, -0.05, -0.05, -0.07, -0.03, 0.08, 0.08, 0.08, 0.08, 0.08, 0.09, 0.08, 0.09, 0.07, 0.07, 0.08, 0.08], "homo_ev": -5.25, "total_charge": -1, "e_above_lowest_ev": 0.141, "energy_ev": -59316.1854, "e_lumo_ev": 2.1}

***

Record 3
{"formula": "C21H22Cl2GaN3O4", "method": "wB97M-V/def2-TZVPD", "species": ["Ga", "O", "C", "N", "C", "C", "O", "N", "C", "C", "C", "C", "C", "C", "C", "C", "C", "C", "C", "C", "H", "H", "H", "H", "H", "H", "H", "H", "H", "H", "H", "C", "N", "C", "C", "C", "O", "H", "H", "H", "H", "H", "H", "H", "H", "H", "O", "C", "Cl", "C", "Cl", "H", "H"], "xyz": [[-0.112518, 0.327956, -0.344496], [-1.905450, 1.489576, -0.284085], [-2.514435, 0.413270, -0.507166], [-3.790853, 0.184179, -0.691294], [-4.030414, -1.240764, -0.950609], [-2.601159, -1.834376, -0.764675], [-2.274879, -2.973673, -0.808673], [-1.782030, -0.736164, -0.603868], [-4.347895, -1.539360, -2.402229], [-4.403512, -0.543588, -3.373297], [-4.734877, -0.876182, -4.675714], [-4.959244, -2.199710, -5.025794], [-4.863477, -3.196871, -4.065193], [-4.560376, -2.871630, -2.756947], [-5.069820, -1.756774, 0.014456], [-4.738396, -2.055908, 1.334333], [-5.728267, -2.425856, 2.226595], [-7.053332, -2.487444, 1.816201], [-7.385176, -2.191015, 0.503369], [-6.400543, -1.831086, -0.397473], [-4.531558, 0.864725, -0.600867], [-4.232555, 0.489974, -3.109851], [-4.829834, -0.097712, -5.416015], [-5.213140, -2.451144, -6.043361], [-5.028706, -4.228032, -4.332625], [-4.484661, -3.641239, -2.002801], [-3.707038, -2.016194, 1.657567], [-5.466598, -2.674105, 3.243153], [-7.821797, -2.771530, 2.517988], [-8.413113, -2.232299, 0.179074], [-6.663751, -1.588681, -1.415635], [5.263401, 0.004671, -0.126422], [3.883589, 0.136809, 0.290248], [3.598604, 0.501294, 1.661508], [2.901119, -0.076167, -0.540610], [3.161585, -0.469505, -1.949636], [1.685576, 0.072747, -0.103088], [5.923806, 0.331274, 0.672968], [5.461661, 0.614399, -1.008262], [5.498165, -1.036884, -0.356059], [4.523514, 0.677234, 2.201585], [3.046845, -0.300701, 2.157409], [2.988253, 1.407523, 1.697420], [3.991999, -1.167906, -2.035714], [3.409323, 0.416923, -2.538646], [2.269574, -0.924649, -2.376307], [-1.262989, 0.331841, 2.580654], [-0.410858, 0.338417, 1.859167], [0.180731, 1.223575, -2.582072], [-0.994230, 0.785238, -3.868589], [-0.127490, 0.521639, -5.384283], [-1.684013, 1.623778, -3.968446], [-1.485776, -0.139205, -3.561422]], "atomic_forces_ev_per_a": [[-1.4, -0.6, -0.7], [1.8, 0.3, 0.3], [-1.1, -0.9, -0.4], [-0.1, 0.2, -0.1], [0.0, -0.5, 0.0], [-0.7, -0.4, 0.1], [0.2, -0.3, 0.1], [2.4, 1.7, 0.4], [0.0, 0.1, -0.4], [-0.1, -0.2, 0.3], [0.0, -0.1, -0.2], [0.0, 0.2, 0.0], [0.1, 0.1, 0.0], [0.0, 0.2, 0.0], [-0.3, -0.2, 0.1], [-0.1, 0.0, -0.3], [0.0, 0.0, 0.1], [0.1, 0.0, -0.1], [-0.1, 0.0, 0.1], [0.3, 0.1, 0.1], [0.1, 0.0, 0.0], [-0.1, 0.1, 0.0], [0.0, 0.1, -0.1], [0.0, 0.0, -0.1], [0.0, -0.1, 0.0], [-0.1, -0.1, 0.0], [0.1, 0.0, 0.1], [0.0, 0.0, 0.1], [-0.1, 0.0, 0.1], [-0.1, 0.0, 0.0], [-0.1, 0.0, -0.1], [0.9, -0.2, -0.4], [-0.9, 0.0, -0.3], [-0.5, 0.2, 0.8], [0.3, 0.0, -0.3], [-0.2, -0.1, -0.2], [-0.3, 0.2, 0.5], [-0.2, 0.0, 0.0], [0.0, 0.0, 0.1], [0.0, 0.1, 0.0], [0.0, 0.0, -0.1], [0.1, 0.0, 0.0], [0.1, -0.1, 0.0], [0.0, 0.0, 0.0], [0.0, 0.0, 0.0], [0.1, 0.0, 0.0], [0.7, 0.0, 0.3], [-1.1, 0.1, 0.1], [0.9, 0.4, 0.4], [-0.6, -0.5, -1.1], [-0.3, 0.1, 0.6], [0.2, -0.1, 0.1], [0.0, 0.2, 0.0]], "lowdin_charge": [0.50, 0.03, -0.58, 0.23, -0.24, -0.40, 0.18, 0.14, -0.18, -0.05, -0.07, -0.05, -0.04, -0.02, -0.16, -0.02, -0.05, -0.05, -0.05, -0.01, 0.20, 0.11, 0.11, 0.11, 0.12, 0.13, 0.11, 0.11, 0.12, 0.12, 0.12, 0.01, -0.09, 0.02, -0.37, 0.03, -0.06, 0.11, 0.12, 0.12, 0.11, 0.11, 0.11, 0.11, 0.12, 0.09, 0.25, 0.12, 0.76, -0.88, 0.63, 0.06, 0.04], "homo_ev": -13.78, "total_charge": 2, "e_above_lowest_ev": 1.096, "energy_ev": -112201.5525, "e_lumo_ev": -7.6}

***

Record 4
{"formula": "C21H22Cl2N9O3PdSi", "method": "wB97M-V/def2-TZVPD", "species": ["Pd", "N", "N", "N", "C", "N", "N", "H", "H", "H", "C", "Si", "C", "C", "H", "H", "H", "H", "H", "H", "H", "H", "H", "O", "N", "C", "C", "N", "C", "N", "Cl", "C", "C", "C", "C", "C", "Cl", "C", "N", "C", "C", "C", "C", "C", "C", "C", "C", "O", "O", "H", "H", "H", "H", "H", "H", "H", "H", "H", "H"], "xyz": [[-0.063772, -0.201401, -0.235036], [5.045625, -0.101608, 1.818545], [4.059592, -0.069432, 0.858339], [4.187430, -0.665655, -0.303592], [3.003878, -0.422295, -0.844676], [2.226618, 0.301326, -0.021796], [2.912577, 0.507249, 1.073202], [5.942443, -0.116986, 1.354994], [4.939141, 0.715187, 2.404146], [2.702568, -0.760276, -1.821864], [0.006264, -3.181047, 1.889530], [-0.505427, -1.335603, 1.775538], [-2.397545, -1.304389, 2.093949], [0.292503, -0.516176, 3.320403], [-0.206369, -3.578527, 2.886884], [1.074727, -3.304160, 1.692738], [-0.533613, -3.782017, 1.154131], [-2.684114, -1.992348, 2.895634], [-2.935958, -1.585559, 1.186650], [-2.717565, -0.297766, 2.372638], [0.082477, -1.103290, 4.220136], [-0.105584, 0.491078, 3.462709], [1.374914, -0.426775, 3.208154], [-0.499761, 1.861227, -0.065205], [-0.241084, 1.719838, -1.318530], [0.723348, 2.470499, -1.842875], [1.400663, 3.507497, -1.147203], [1.936239, 4.364344, -0.592246], [1.093378, 2.227894, -3.189579], [1.432910, 2.043667, -4.276593], [2.642116, -4.701995, -2.058082], [1.268942, -5.651800, -1.601338], [1.379689, -6.327605, -0.397496], [0.358437, -7.122611, 0.086228], [-0.798273, -7.249608, -0.659288], [-0.903777, -6.586497, -1.862668], [-2.386668, -6.783710, -2.765900], [0.102386, -5.755006, -2.397262], [-0.147692, -5.190379, -3.630628], [0.561010, -4.179769, -4.348814], [1.642173, -4.554867, -5.139221], [2.353049, -3.605061, -5.848799], [1.961904, -2.273806, -5.788704], [0.846093, -1.912857, -5.054400], [0.114488, -2.856900, -4.336532], [-1.098512, -2.419825, -3.563008], [-0.755153, -1.790586, -2.200169], [-1.695571, -1.272314, -1.555636], [0.441807, -1.812661, -1.814922], [2.293120, -6.217103, 0.170508], [0.455927, -7.622079, 1.039872], [-1.618700, -7.864583, -0.316391], [-1.103109, -5.308432, -3.922366], [1.937948, -5.596354, -5.153568], [3.208058, -3.902174, -6.443107], [2.522390, -1.516685, -6.322893], [0.541582, -0.872606, -5.017629], [-1.789437, -3.239707, -3.369465], [-1.643890, -1.658479, -4.120792]], "atomic_forces_ev_per_a": [[0.2, -1.3, 0.0], [0.1, -0.3, 0.4], [-0.3, 0.2, -0.2], [0.2, 0.0, 0.1], [-0.1, 0.2, -0.1], [-0.2, -0.4, -0.2], [0.4, 0.0, 0.1], [0.0, 0.1, -0.1], [0.0, 0.1, 0.0], [-0.1, 0.0, 0.0], [0.0, 0.4, -0.2], [-0.3, -0.3, 1.0], [0.4, 0.0, -0.1], [-0.1, -0.1, -0.4], [0.0, 0.0, 0.0], [0.0, 0.0, 0.0], [0.0, 0.0, 0.0], [0.0, 0.0, 0.0], [0.0, 0.0, 0.0], [0.0, 0.0, 0.0], [0.0, 0.0, 0.0], [0.0, 0.0, 0.0], [0.0, 0.0, 0.0], [-0.1, 0.8, -0.1], [0.1, 0.6, -0.4], [-0.2, 0.1, 0.1], [0.1, 0.2, 0.4], [0.0, -0.1, -0.1], [0.0, -0.1, -0.4], [0.0, 0.0, 0.1], [0.0, 0.2, -0.2], [-0.4, -0.1, -0.2], [0.0, 0.0, 0.1], [0.0, 0.0, 0.1], [0.0, 0.0, 0.0], [0.0, 0.0, 0.1], [-0.1, -0.1, 0.0], [0.1, 0.0, 0.0], [0.2, 0.0, 0.1], [0.0, 0.1, 0.0], [0.1, 0.0, 0.1], [0.0, 0.0, 0.0], [0.0, 0.0, 0.0], [0.0, 0.0, 0.0], [0.0, -0.1, 0.0], [0.3, 0.1, 0.3], [-0.4, -0.3, -0.3], [0.1, 0.1, 0.0], [0.2, 0.2, 0.2], [0.0, 0.1, 0.0], [0.0, 0.0, 0.0], [0.0, 0.0, 0.0], [0.0, 0.0, 0.0], [0.0, 0.0, 0.0], [0.0, 0.0, 0.0], [0.0, 0.0, 0.0], [0.0, 0.0, 0.0], [0.0, 0.0, 0.0], [0.0, 0.0, 0.0]], "lowdin_charge": [0.81, 0.12, -0.29, 0.13, -0.18, -0.03, 0.10, 0.09, 0.09, 0.10, -0.24, 0.46, -0.24, -0.25, 0.01, 0.01, 0.01, 0.01, 0.01, 0.01, 0.01, 0.01, -0.02, -0.25, -0.14, -0.36, -0.22, 0.13, -0.22, 0.13, 0.73, -0.57, -0.13, -0.10, -0.13, -0.57, 0.70, -0.26, 0.06, -0.24, -0.07, -0.10, -0.08, -0.03, -0.16, -0.04, -0.67, -0.07, -0.10, 0.10, 0.10, 0.10, 0.06, 0.11, 0.10, 0.10, 0.11, 0.11, 0.13], "spin_multiplicity": 3, "homo_ev": [-3.47, -5.82], "s_squared": 2.025, "total_charge": -1, "e_above_lowest_ev": 0.528, "energy_ev": -78087.9098, "e_lumo_ev": [2.5, 2.3]}